# 1
C30H36N2PRuSi2 | ωB97M-V/def2-TZVPD

Geometry as XYZ:
```
72
C30H36N2PRuSi2 (ωB97M-V/def2-TZVPD)
C -3.272 -0.552 -0.882
H 0.897 4.895 -1.564
C -1.347 -3.616 0.164
C -3.218 0.336 -3.739
P 0.496 -1.602 0.683
C 2.871 3.854 0.257
N -0.834 0.711 -1.879
H 0.558 5.313 -3.966
C 0.006 -3.290 0.251
C 0.301 4.355 -3.534
H -1.002 -2.605 3.321
H 2.024 -4.007 0.027
H -2.318 2.013 1.973
C 2.355 -2.394 2.620
Ru -0.012 0.618 -0.084
C -0.473 1.862 -2.482
C 0.970 -4.251 -0.043
H -2.102 -2.876 0.396
C -1.261 -1.589 3.044
H 3.791 -2.947 4.109
H 5.306 -0.663 0.817
H 2.133 2.751 3.007
H -0.521 -2.277 -2.338
C -0.598 2.126 -3.875
C -1.406 -2.013 -2.920
H -4.167 -0.210 -3.713
N 0.266 2.525 -0.347
H -3.286 0.959 3.991
H -2.759 -0.730 0.057
H -1.112 -1.971 -3.972
H -2.128 -2.826 -2.811
C 0.136 4.993 1.297
C 4.684 -1.806 2.524
C 1.329 2.345 2.383
H 0.433 5.860 0.704
H -0.977 1.357 -4.531
H 3.553 3.034 0.494
H -2.649 -1.320 4.650
C -2.553 0.424 3.400
H -0.322 3.531 -5.435
C -1.729 -4.895 -0.208
H 1.334 -6.271 -0.649
H -3.962 -1.384 -1.060
C 3.206 -1.098 0.770
H 5.675 -1.837 2.960
C 2.140 -1.723 1.416
H -3.871 0.354 -0.762
C 0.582 -5.527 -0.422
C -1.058 0.314 1.540
H -1.065 -6.849 -0.795
C -2.188 -0.872 3.779
C -0.224 3.335 -4.375
C -0.688 -0.981 1.928
H 3.040 -0.579 -0.164
C 0.135 2.870 -1.644
C 3.624 -2.430 3.173
H 0.430 2.279 2.996
H 1.532 -2.886 3.126
Si 1.152 3.474 0.902
H 0.255 5.259 2.351
H -3.448 1.391 -3.577
H 1.639 1.327 2.118
H 2.912 4.015 -0.820
C -0.765 -5.850 -0.505
H -2.780 -5.147 -0.265
H 3.261 4.752 0.743
Si -2.158 -0.390 -2.381
C -2.008 1.020 2.276
H -2.810 0.218 -4.742
C 0.492 4.124 -2.208
H -0.927 4.813 1.122
C 4.479 -1.144 1.324
```

The value obtained for the max |F| is 1.56 eV/A. As for the gap between HOMO and LUMO (alpha / beta): 5.9 / 5.9 eV. For the lowest unoccupied orbital energy (alpha / beta), the calculation gives -4.61 / -4.61 eV. The charge is +1. The spin multiplicity is 1.

# 2
C30H36N5O3PPtTe | ωB97M-V/def2-TZVPD

Geometry as XYZ:
```
77
C30H36N5O3PPtTe (ωB97M-V/def2-TZVPD)
C 0.068 -1.084 -5.339
H -0.845 -1.699 -2.874
H 0.194 2.189 4.305
H -4.950 -0.112 4.595
C -1.529 1.277 1.484
H -3.514 -0.264 5.609
H 2.659 1.006 -5.297
H -1.314 -0.062 -2.431
Te -0.312 2.117 -0.035
C 1.634 0.679 -5.466
C 3.484 0.971 1.013
H -3.323 1.036 -0.781
C 3.780 0.935 3.449
C 2.084 -0.504 2.543
H 3.062 -0.826 -3.790
N 0.274 -1.828 2.048
N 1.471 -0.701 -5.174
C 3.120 0.476 2.294
C -2.623 -3.133 0.256
H 3.750 2.143 -1.816
H 0.867 2.090 2.664
H 5.273 2.218 4.285
H 5.895 3.143 2.035
H 1.927 -2.167 -3.739
N 1.293 -0.969 1.655
C -1.765 -2.832 1.307
C -2.627 0.456 1.172
H -3.823 -0.591 -0.267
C -4.118 -4.242 1.777
H -1.427 -2.980 3.410
C -0.712 1.067 -4.733
H 1.332 0.894 -6.492
C -3.264 -3.939 2.830
C 2.003 -1.084 -3.851
C -2.094 -3.236 2.599
H -3.515 -4.247 3.837
O 3.012 0.581 -0.152
H -0.038 -2.143 -5.115
H 3.064 3.264 -0.621
H -2.154 -0.281 -0.775
C -0.022 2.335 3.245
H -1.308 1.653 -4.034
C -1.203 1.499 2.829
H -4.223 -0.738 1.942
H -4.462 -4.064 -0.333
C 4.502 1.960 0.992
H 0.519 2.077 -2.532
C -3.010 0.137 -0.246
N 0.742 1.538 -4.571
H -3.972 -1.573 4.516
O 4.957 2.505 -0.183
C -3.087 0.129 3.535
P 1.073 -0.266 -2.477
H -1.730 1.105 4.865
Pt 1.280 -0.446 -0.272
O -0.364 -1.607 -0.164
C -0.630 -0.644 -3.050
H -0.215 3.398 3.076
C -3.796 -3.837 0.490
N -0.827 -0.324 -4.474
C -1.993 0.927 3.826
H 1.936 -0.853 3.562
H -0.217 -0.913 -6.379
C 3.984 2.945 -1.115
H 2.201 1.826 -3.070
H -0.984 1.297 -5.764
H -5.034 -4.789 1.961
H 3.475 0.528 4.405
C -3.384 -0.097 2.198
C -0.528 -2.048 1.055
H -2.369 -2.799 -0.740
C 4.780 1.872 3.388
C -3.924 -0.487 4.624
C 5.128 2.386 2.139
H 0.799 2.511 -4.876
C 1.180 1.453 -3.139
H 4.427 3.786 -1.650
```

The value obtained for the max |F| is 0.69 eV/A. As for the gap between HOMO and LUMO: 4.7 eV. For the lowest unoccupied orbital energy, the calculation gives -0.75 eV. The spin multiplicity is 1.

Energy above the lowest of the compared OMol25 structures with the same formula, charge and spin? In order: 0.0 33.3 kcal per mole.